The following is a DFT calculation (ωB97M-V with the def2-TZVPD basis set) of C26H50P2PdSi as an isolated structure in a non-equilibrium geometry.

Total charge: +2
Largest force on an atom, eV/A: 7.00
2S+1: 5
LUMO (spin up / spin down), Ha: -0.2350 / -0.2973
Orbital gap (spin up / spin down), eV: 5.34 / 4.72
Energy relative to the best compared isomer or geometry (same formula, charge and spin), kJ/mol: 317.4
<S²>: 6.03

Last column: Löwdin spin population.
Element x y z (Å)
1 Pd 0.88 -1.01 1.02  0.310
2 P -2.36 -0.39 4.77  0.001
3 P -0.54 -3.19 -3.26  0.493
4 Si 2.91 -0.20 0.29  0.028
5 C 1.63 4.66 0.47  0.048
6 C 4.27 -1.37 0.86  -0.002
7 C 0.83 3.96 -0.55  0.322
8 C -0.81 -0.47 3.67  0.008
9 C 0.23 -4.79 -2.83  0.063
10 C -0.73 -0.81 -1.31  0.049
11 C -0.16 -2.64 2.43  0.019
12 C 2.75 3.54 -2.23  0.046
13 C 1.34 3.45 -1.77  0.323
14 C -0.70 -0.08 1.12  0.232
15 C 3.11 1.50 1.07  0.028
16 C -1.53 -0.18 -0.13  0.048
17 C 0.63 -2.61 0.03  0.133
18 C 0.27 2.84 -2.48  0.319
19 C 0.37 2.17 -3.80  0.046
20 C -1.50 4.06 0.57  0.047
21 C -0.91 3.02 -1.71  0.321
22 C 0.06 -3.48 1.17  0.032
23 C -0.56 3.68 -0.51  0.321
24 C -3.68 -0.19 3.50  0.001
25 C 2.83 -0.10 -1.60  0.000
26 C -0.31 -2.19 -0.96  0.299
27 C -2.26 -3.79 -3.44  0.061
28 C -2.59 -2.17 5.19  0.000
29 C -0.80 -1.17 2.24  0.039
30 C -2.28 2.66 -2.15  0.045
31 H 5.10 -1.36 0.14  -0.001
32 H -2.29 1.71 -2.70  0.007
33 H -2.28 -4.88 -3.53  0.000
34 H -0.53 0.59 3.56  0.001
35 H -4.34 -1.07 3.48  0.000
36 H -4.27 0.68 3.81  0.000
37 H -0.05 -0.95 4.30  0.001
38 H 3.89 -2.39 0.94  0.000
39 H 2.12 1.90 1.36  0.006
40 H 0.97 5.22 1.15  0.002
41 H -0.96 4.45 1.44  0.000
42 H 0.62 -4.77 -1.80  0.014
43 H -0.60 2.15 -4.30  0.002
44 H 2.80 3.54 -3.32  0.004
45 H -1.85 0.83 -0.41  0.004
46 H -2.89 -3.45 -2.60  0.014
47 H -3.28 0.00 2.50  0.001
48 H 3.58 2.21 0.38  0.003
49 H -2.70 3.43 -2.81  0.020
50 H -0.89 -3.16 3.07  0.000
51 H -2.10 3.19 0.90  0.013
52 H -0.47 -5.62 -2.98  -0.001
53 H -2.45 -0.77 0.04  0.003
54 H 1.08 2.70 -4.45  0.008
55 H 0.76 -2.58 3.03  0.000
56 H -1.64 -2.72 5.14  0.000
57 H 4.64 -1.05 1.84  0.000
58 H -1.17 -2.88 -1.04  0.024
59 H 3.21 4.47 -1.87  0.005
60 H 2.32 5.37 0.01  0.009
61 H 3.73 1.41 1.97  0.000
62 H -2.96 2.57 -1.29  0.002
63 H -2.21 4.83 0.23  0.018
64 H 2.45 -1.04 -2.03  0.000
65 H 0.14 -0.16 -1.55  0.007
66 H 3.84 0.07 -2.00  0.000
67 H 1.59 -3.01 -0.35  0.019
68 H -3.34 -2.64 4.54  0.000
69 H 2.18 0.72 -1.94  0.002
70 H -1.83 -1.51 2.05  0.011
71 H 3.36 2.70 -1.86  0.021
72 H -1.35 -0.84 -2.22  0.000
73 H 1.08 -4.89 -3.53  0.015
74 H 0.73 1.13 -3.70  0.020
75 H 0.77 -4.29 1.39  0.002
76 H -2.96 -2.20 6.22  0.000
77 H -0.88 -3.95 0.87  0.003
78 H -2.64 -3.33 -4.36  0.010
79 H -0.63 0.93 1.53  0.031
80 H 2.23 3.97 1.08  0.020